A cluster of 2 separate species, C5H10O in total, computed with wB97M-V/def2-TZVPD.

charge	0
strongest force on any atom	0.37	eV Å⁻¹
DFT total energy	-271.63293	Ha
ΔE to the lowest compared entry with this formula, charge and spin	314.24	kJ/mol
orbital gap	10.64	eV

Each line ends with the Mulliken charge.
Geometry (Å):
C 1.756 -1.292 -0.526  -0.434
C 0.936 -2.116 -1.093  -0.229
C 1.068 -2.259 0.395  -0.376
H 2.455 -0.474 -0.590  0.328
H 0.474 -2.506 -1.985  0.353
H 1.629 -3.097 0.815  0.233
H 0.264 -1.908 1.048  0.137
C -1.746 1.718 0.824  -1.009
C -0.263 1.379 0.846  -0.060
O 0.291 1.307 -0.456  -0.511
H -2.124 1.896 1.836  0.333
H -2.331 0.903 0.385  0.300
H -1.908 2.617 0.220  0.254
H 0.293 2.163 1.369  0.294
H -0.088 0.439 1.391  0.118
H 0.057 0.449 -0.832  0.270